No. 1
Below is a cluster of 7 separate species, C28H35F21O14 in total, with properties calculated with the ωB97M-V functional and the def2-TZVPD basis.

```
98
Properties=species:S:1:pos:R:3
C -3.375 -3.162 -12.821
C -3.320 -3.845 -14.250
O -3.204 -5.249 -14.119
C -3.163 -6.043 -15.251
O -2.920 -5.593 -16.403
C -3.265 -7.614 -14.954
F -2.907 -7.838 -13.691
F -4.550 -8.043 -15.078
F -2.469 -8.312 -15.777
H -4.038 -2.304 -12.712
H -2.406 -2.818 -12.459
H -3.791 -3.889 -12.123
H -2.392 -3.476 -14.688
H -4.143 -3.590 -14.918
C 4.481 -2.628 7.526
C 4.446 -2.168 8.988
O 5.719 -2.467 9.562
C 5.847 -2.324 10.951
O 4.853 -2.300 11.658
C 7.305 -2.362 11.544
F 7.495 -3.221 12.651
F 8.257 -2.599 10.604
F 7.461 -1.172 12.013
H 3.511 -2.625 7.029
H 4.979 -3.586 7.376
H 5.105 -2.049 6.845
H 3.514 -2.516 9.433
H 4.317 -1.086 9.024
C 2.633 3.080 12.863
C 3.802 3.869 12.191
O 3.578 3.989 10.832
C 4.553 4.382 10.008
O 5.666 4.658 10.392
C 4.136 4.369 8.508
F 4.343 5.615 7.986
F 4.951 3.551 7.872
F 2.824 4.039 8.377
H 1.707 3.573 12.568
H 2.816 3.266 13.921
H 2.542 2.002 12.727
H 4.725 3.322 12.379
H 3.984 4.742 12.817
C -7.655 -2.878 -5.437
C -8.238 -2.742 -6.805
O -8.913 -3.930 -7.182
C -8.360 -5.135 -7.437
O -7.177 -5.429 -7.380
C -9.410 -6.130 -8.060
F -9.635 -7.047 -7.213
F -10.615 -5.590 -8.396
F -8.918 -6.781 -9.162
H -7.195 -3.860 -5.330
H -8.499 -2.860 -4.746
H -6.821 -2.182 -5.345
H -7.500 -2.618 -7.597
H -8.935 -1.923 -6.978
C -3.654 5.607 3.045
C -4.906 5.181 2.177
O -5.463 3.937 2.707
C -6.068 3.105 1.828
O -6.154 3.311 0.620
C -6.695 1.799 2.382
F -7.472 1.290 1.481
F -5.705 0.939 2.659
F -7.402 1.999 3.453
H -2.692 5.356 2.598
H -3.664 5.173 4.045
H -3.571 6.673 3.256
H -4.644 5.056 1.126
H -5.709 5.916 2.122
C 8.006 1.885 0.873
C 8.519 2.876 -0.190
O 8.087 4.213 0.128
C 6.892 4.641 -0.319
O 6.207 3.992 -1.058
C 6.447 5.984 0.284
F 7.154 6.280 1.329
F 6.512 6.943 -0.663
F 5.157 5.903 0.556
H 6.975 1.604 0.655
H 8.040 2.089 1.943
H 8.578 0.973 0.700
H 8.233 2.462 -1.157
H 9.602 2.886 -0.066
C 0.758 1.006 -0.027
C 0.429 -0.261 -0.803
O -0.027 0.082 -2.068
C 0.211 -0.672 -3.174
O 0.799 -1.753 -3.222
C -0.363 0.047 -4.419
F 0.516 0.211 -5.393
F -1.193 -0.882 -4.921
F -1.022 1.231 -4.222
H 1.282 1.674 -0.711
H 1.371 0.778 0.845
H -0.109 1.585 0.293
H -0.379 -0.804 -0.313
H 1.380 -0.785 -0.710
```

Properties
SMILES	CCOC(=O)C(F)(F)F.CCOC(=O)C(F)(F)F.CCOC(=O)C(F)(F)F.CCOC(=O)C(F)(F)F.CCOC(=O)C(F)(F)F.CCOC(=O)C(F)(F)F.CCOC(=O)C(F)(F)F
frontier orbital gap	11.398	eV
energy above the lowest of the compared OMol25 structures with the same formula, charge and spin	4.976	eV
highest occupied orbital energy	-0.413	hartree
total charge	0

---

No. 2
Below is a structure of composition C18H19MgNO5, with properties calculated with the ωB97M-V functional and the def2-TZVPD basis.

```
44
Properties=species:S:1:pos:R:3
Mg -0.210 -1.054 0.470
O -2.730 -3.635 -1.130
C -1.959 -2.622 -0.706
O -1.069 -2.834 0.087
C -2.339 -1.316 -1.318
O -1.265 -0.416 -1.183
C -1.618 0.982 -0.983
C -2.063 0.168 1.282
O -2.840 -0.768 1.543
O -0.843 0.212 1.679
H -2.449 -4.403 -0.612
H -3.230 -0.967 -0.790
H -2.610 -1.477 -2.369
H -2.127 1.361 -1.874
H -0.652 1.478 -0.874
C -4.155 3.716 0.003
C -4.696 2.435 -0.201
C -3.984 1.282 -0.009
C -2.501 1.289 0.288
C -2.106 2.656 0.801
C -2.871 3.763 0.592
H -4.754 4.611 -0.126
H -5.747 2.351 -0.475
H -4.510 0.332 -0.020
H -1.154 2.711 1.315
H -2.489 4.723 0.935
C 2.866 -2.658 1.921
C 3.618 -1.693 1.053
C 4.991 -1.583 1.134
C 5.718 -0.689 0.342
C 5.001 0.123 -0.545
C 3.629 0.050 -0.663
C 2.888 0.946 -1.612
C 2.835 -0.889 0.121
N 1.543 -0.998 -0.031
H 3.526 -3.140 2.649
H 2.379 -3.430 1.311
H 2.059 -2.135 2.445
H 5.529 -2.211 1.846
H 6.799 -0.623 0.415
H 5.546 0.840 -1.161
H 3.580 1.562 -2.196
H 2.201 1.600 -1.064
H 2.266 0.350 -2.289
```

Properties
frontier orbital gap	3.538	eV
energy above the lowest of the compared OMol25 structures with the same formula, charge and spin	1.946	eV
highest occupied orbital energy	0.025	hartree
total charge	-2

---

No. 3
Below is a cluster of 2 separate species, C28H61N2O2 in total, with properties calculated with the ωB97M-V functional and the def2-TZVPD basis.

```
93
Properties=species:S:1:pos:R:3
C 0.552 5.039 4.691
C 1.144 3.679 4.292
C 1.713 3.658 2.870
C 2.050 2.246 2.400
C 2.513 2.175 0.945
C 3.204 0.849 0.639
C 3.643 0.697 -0.817
C 4.551 -0.519 -1.024
C 3.822 -1.861 -0.883
C 4.753 -3.057 -0.573
C 4.490 -3.643 0.823
C 4.704 -2.621 1.965
C 3.495 -2.325 2.870
C 2.607 -3.507 3.253
C 1.435 -3.076 4.169
C 0.090 -3.118 3.433
C -0.118 -1.956 2.437
C -1.515 -1.337 2.474
C -1.844 -0.499 1.233
C -3.367 -0.251 1.048
C -3.821 1.096 0.489
C -3.451 2.202 1.433
N -4.021 2.079 2.806
C -3.205 1.461 -0.866
C -3.043 0.346 -1.902
O -1.682 -0.106 -2.063
H 0.204 5.576 3.805
H -0.312 4.917 5.346
H 1.286 5.669 5.199
H 1.948 3.419 4.988
H 0.381 2.902 4.380
H 0.980 4.098 2.187
H 2.626 4.265 2.852
H 1.173 1.603 2.534
H 2.845 1.839 3.038
H 3.191 3.009 0.728
H 1.650 2.289 0.280
H 2.510 0.045 0.903
H 4.091 0.761 1.279
H 2.764 0.604 -1.464
H 4.184 1.596 -1.129
H 5.347 -0.475 -0.270
H 5.023 -0.480 -2.010
H 3.066 -1.796 -0.094
H 3.282 -2.055 -1.813
H 4.554 -3.853 -1.298
H 5.802 -2.767 -0.679
H 5.165 -4.492 0.970
H 3.471 -4.029 0.818
H 5.567 -2.913 2.569
H 4.989 -1.671 1.503
H 3.867 -1.883 3.802
H 2.877 -1.549 2.410
H 2.154 -3.915 2.347
H 3.206 -4.296 3.717
H 1.386 -3.723 5.047
H 1.602 -2.046 4.498
H 0.024 -4.065 2.886
H -0.735 -3.133 4.152
H 0.631 -1.180 2.643
H 0.075 -2.301 1.416
H -2.256 -2.146 2.524
H -1.629 -0.719 3.370
H -1.461 -1.051 0.367
H -1.299 0.453 1.275
H -3.844 -0.356 2.031
H -3.761 -1.079 0.445
H -3.779 3.151 0.986
H -2.333 2.322 1.547
H -3.279 2.171 3.490
H -4.664 2.840 2.978
H -2.198 1.954 -0.748
H -3.831 2.236 -1.329
H -3.350 0.709 -2.885
H -3.680 -0.510 -1.663
H -1.192 0.251 -1.314
C -2.855 -0.366 -5.639
C -4.361 -0.446 -5.880
C -4.759 -0.501 -7.359
O -4.652 0.725 -8.061
C -3.353 1.057 -8.504
N -5.013 0.639 -5.149
H -2.478 0.644 -5.802
H -2.622 -0.622 -4.606
H -2.310 -1.048 -6.296
H -4.713 -1.385 -5.441
H -5.817 -0.771 -7.420
H -4.188 -1.280 -7.884
H -2.799 0.164 -8.813
H -2.779 1.582 -7.737
H -3.462 1.718 -9.365
H -6.021 0.527 -5.169
H -4.832 1.514 -5.633
```

Properties
frontier orbital gap	3.783	eV
energy above the lowest of the compared OMol25 structures with the same formula, charge and spin	0.000	eV
highest occupied orbital energy	-0.042	hartree
total charge	-1

---

No. 4
Below is a structure of composition C21H43N2P3RuSSe, with properties calculated with the ωB97M-V functional and the def2-TZVPD basis.

```
72
Properties=species:S:1:pos:R:3
Ru -0.526 -0.024 0.473
P -2.724 -0.100 0.067
P -0.158 -2.334 0.369
P -0.311 2.285 0.398
H 2.349 -0.838 -0.966
C 1.929 0.053 -0.493
C 1.891 0.050 0.994
H 2.168 -0.862 1.507
C -3.331 -0.111 -1.661
C -3.644 -1.533 0.745
C -3.731 1.257 0.773
C 1.512 -3.104 0.387
C -0.941 -3.351 1.688
C -0.821 -2.995 -1.207
C 1.310 3.144 0.471
C -1.173 3.254 1.699
C -0.985 2.924 -1.181
H 2.272 0.973 -0.974
H 2.099 0.978 1.509
H -4.428 -0.146 -1.675
H -2.938 -0.984 -2.194
H -2.994 0.790 -2.186
H -4.706 -1.425 0.485
H -3.556 -1.558 1.837
H -3.285 -2.479 0.327
H -4.787 1.076 0.531
H -3.446 2.229 0.358
H -3.622 1.278 1.863
H 1.408 -4.167 0.120
H 1.963 -3.043 1.385
H 2.187 -2.636 -0.335
H -1.008 -4.392 1.342
H -1.942 -2.994 1.938
H -0.329 -3.318 2.597
H -0.413 -4.003 -1.365
H -0.514 -2.342 -2.039
H -1.915 -3.048 -1.187
H 1.157 4.211 0.248
H 2.023 2.739 -0.254
H 1.737 3.058 1.478
H -1.401 4.253 1.303
H -0.513 3.364 2.568
H -2.099 2.775 2.024
H -0.635 3.955 -1.325
H -2.081 2.914 -1.177
H -0.632 2.298 -2.017
C 1.009 0.089 -4.741
C 2.357 -0.117 -4.318
C 3.411 -0.045 -5.228
C 3.165 0.222 -6.585
C 1.845 0.429 -7.019
C 0.787 0.363 -6.121
Se -0.404 0.008 -3.573
H 0.777 0.004 -0.667
H 2.535 -0.331 -3.260
H 4.434 -0.201 -4.872
H 3.993 0.266 -7.289
H 1.646 0.644 -8.066
H -0.239 0.519 -6.448
C 1.243 -1.834 4.299
N 1.167 -0.389 4.484
C 1.996 0.350 5.318
C 1.586 1.640 5.242
N 0.520 1.675 4.358
C 0.274 0.426 3.864
S -1.006 -0.075 2.845
H 0.251 -2.280 4.428
H 1.624 -2.077 3.298
H 1.932 -2.229 5.052
H 2.772 -0.130 5.888
H 1.950 2.520 5.735
H -0.035 2.485 4.131
```

Properties
frontier orbital gap (alpha / beta)	7.057 / 5.691	eV
expectation value of S²	6.064
multiplicity	5
energy above the lowest of the compared OMol25 structures with the same formula, charge and spin	0.788	eV
highest occupied orbital energy (alpha / beta)	-0.734 / -0.746	hartree
total charge	+4

---

Which value of energy above the lowest of the compared OMol25 structures with the same formula, charge and spin does entry 3 give?
0.000 eV

---

Which formula does entry 2 have?
C18H19MgNO5